The following is a quantum chemistry calculation of C7H7BrN2O2S in the gas phase in a non-equilibrium geometry, from OMol25.

Last column: Mulliken charge in e.
Cartesian coordinates (Å):
1 Br 1.028 0.651 2.221  0.05
2 S 0.007 3.769 1.154  -0.29
3 O -4.060 1.236 0.281  -0.59
4 O 0.741 1.142 -1.736  -0.59
5 N -1.964 2.240 0.407  -0.09
6 N 2.230 1.978 -0.266  -0.32
7 C -0.671 2.349 0.771  0.08
8 C 1.084 1.422 -0.617  0.37
9 C -0.178 -1.645 0.159  -1.45
10 C -2.186 -0.100 -0.050  -0.34
11 C 0.048 1.087 0.613  0.06
12 C -2.828 1.131 0.242  0.04
13 C -0.867 -0.301 0.138  0.72
14 H 2.780 2.325 -1.097  0.28
15 H -2.803 -0.963 -0.408  0.42
16 H 0.040 -2.201 -0.808  0.31
17 H -2.452 3.230 0.619  0.32
18 H 0.831 -1.536 0.559  0.35
19 H 2.321 2.347 0.743  0.28
20 H -0.650 -2.402 0.766  0.40

electronic energy: -95324.619 eV
SMILES: CC1=CC(=O)NC(=S)[C@]1(Br)C(N)=O
frontier orbital gap: 8.437 eV
charge: 0
relative energy (zero: lowest compared OMol25 entry of this formula, charge and spin): 13.3 kcal per mole
HOMO: -9.33 eV


The following is a quantum chemistry calculation of C16H25NO3 in the gas phase, from OMol25.

Last column: Mulliken charge in e.
Cartesian coordinates (Å):
1 O 2.260 -0.600 0.110  -0.46
2 O 1.367 2.266 0.773  -0.65
3 O 3.427 0.519 -3.115  -0.58
4 N 0.170 0.773 -1.345  0.06
5 C -1.147 2.811 -1.993  -2.00
6 C -1.228 -1.432 3.469  -1.23
7 C -0.717 -2.809 0.097  -1.35
8 C -1.425 1.653 0.208  -1.72
9 C -0.422 2.026 -0.887  1.45
10 C 1.106 0.762 -2.451  -0.95
11 C 2.828 -0.666 -1.175  -0.81
12 C -2.621 -2.021 3.195  -0.56
13 C 0.625 -0.980 1.714  -0.46
14 C -0.524 -1.593 2.155  0.94
15 C -2.415 -3.034 2.058  -0.95
16 C 0.441 -2.190 -0.361  -0.76
17 C 0.691 2.898 -0.275  -1.07
18 C 1.112 -1.272 0.435  1.43
19 C -1.202 -2.507 1.349  0.43
20 C 2.574 0.611 -1.992  0.56
21 H 2.862 1.470 -1.369  0.09
22 H -1.269 -0.394 3.799  0.30
23 H -1.228 -3.518 -0.538  0.40
24 H -3.286 -3.112 1.406  0.35
25 H -1.683 3.652 -1.561  0.47
26 H -3.288 -1.226 2.855  0.29
27 H 0.890 -0.084 -3.111  0.30
28 H 3.324 1.312 -3.653  0.38
29 H -0.706 -2.009 4.238  0.31
30 H -0.450 3.203 -2.731  0.43
31 H 1.579 1.361 0.495  0.21
32 H 1.159 -0.267 2.324  0.39
33 H -0.919 1.095 0.991  0.28
34 H 0.254 3.808 0.145  0.56
35 H -2.206 -4.030 2.457  0.29
36 H 1.394 3.200 -1.068  0.24
37 H 0.794 -2.437 -1.350  0.33
38 H 2.498 -1.534 -1.746  0.26
39 H -2.223 1.036 -0.198  0.45
40 H -1.860 2.550 0.640  0.51
41 H -1.864 2.167 -2.500  0.37
42 H -0.562 0.088 -1.482  0.43
43 H -3.061 -2.476 4.081  0.32
44 H 1.042 1.675 -3.062  0.36
45 H 3.912 -0.747 -1.033  0.36

electronic energy: -24630.103 eV
SMILES: CC(C)(CO)NC[C@H](O)COc1ccc2c(c1)CCC2
frontier orbital gap: 8.820 eV
charge: 0
relative energy (zero: lowest compared OMol25 entry of this formula, charge and spin): 39.5 kcal per mole
HOMO: -8.15 eV


The following is a quantum chemistry calculation of a 14-piece molecular cluster, C11H44F6N19O17S2 overall in a non-equilibrium geometry, from OMol25.

Last column: Mulliken charge in e.
Cartesian coordinates (Å):
1 S -0.778 0.070 1.411  0.44
2 S -0.409 0.318 -1.097  0.61
3 F 1.807 1.218 -2.429  0.10
4 F -1.164 0.247 4.027  -0.21
5 F -1.500 2.100 3.144  -0.21
6 F 1.508 1.957 -0.364  -0.18
7 F 0.294 2.705 -2.097  -0.18
8 F -2.988 0.511 2.881  -0.26
9 O -1.053 0.334 7.828  -0.74
10 O -5.564 -3.051 0.723  -0.80
11 O 4.331 2.231 -0.025  -0.58
12 O -1.357 0.297 -2.202  -0.66
13 O 0.639 0.170 1.639  -0.18
14 O 0.322 -0.950 -0.972  -0.42
15 O 3.195 -0.756 -0.115  -0.54
16 O -0.543 -3.082 3.551  -0.60
17 O -4.763 4.035 -3.184  -0.74
18 O -0.818 1.274 -4.930  -0.49
19 O -6.040 1.155 -0.782  -0.78
20 O 2.794 1.308 4.942  -0.63
21 O -1.841 3.476 -0.540  -0.66
22 O 6.198 1.897 -4.477  -0.77
23 O 2.602 -2.177 -4.819  -0.71
24 O -1.240 -1.328 1.272  -0.23
25 O -1.403 -4.397 -1.105  -0.83
26 N 4.215 2.614 -3.828  -0.29
27 N -4.253 -0.001 -1.605  -0.11
28 N -4.109 1.209 0.174  0.24
29 N 0.465 -2.255 -5.149  -0.46
30 N -0.248 -1.402 6.491  -0.36
31 N 0.417 -3.549 -0.137  -0.01
32 N -1.304 1.021 0.255  -0.64
33 N -3.751 -2.480 -0.281  -0.13
34 N 4.903 2.478 2.131  -0.36
35 N -4.309 2.767 -4.859  -0.34
36 N -3.027 2.588 -3.131  0.13
37 N 5.013 4.150 0.771  -0.42
38 N 5.492 1.747 -2.410  -0.14
39 N -2.326 -0.756 6.445  -0.33
40 N 0.003 -5.635 0.126  -0.38
41 N -3.638 -4.297 0.715  -0.33
42 N 1.297 -0.360 -4.592  -0.19
43 N 2.848 -0.668 3.826  -0.22
44 N 3.125 -0.714 5.892  -0.42
45 C -0.427 -4.534 -0.364  0.87
46 C 5.368 2.101 -3.608  0.66
47 C -4.894 0.773 -0.739  0.46
48 C 4.676 2.911 0.965  0.47
49 C 2.909 0.123 4.880  0.76
50 C 1.549 -1.612 -4.704  0.67
51 C -4.402 -3.301 0.384  0.47
52 C -1.654 0.811 2.978  0.45
53 C -1.171 -0.560 6.970  0.62
54 C -4.087 3.165 -3.681  0.70
55 C 0.959 1.678 -1.528  0.28
56 H -0.422 -1.795 -4.997  0.19
57 H 2.571 -0.164 2.996  0.00
58 H 2.604 -0.438 -0.797  0.13
59 H 4.882 1.471 2.197  0.23
60 H -4.614 -0.478 -2.419  0.16
61 H 0.818 -5.484 0.703  0.15
62 H 3.954 2.857 -4.773  0.18
63 H -4.169 -1.563 -0.341  0.29
64 H 6.347 1.318 -2.086  0.17
65 H -0.367 -1.881 5.610  0.26
66 H 5.045 4.513 -0.171  0.22
67 H 0.649 -1.228 6.922  0.20
68 H -1.270 4.125 -0.129  0.31
69 H -2.798 -4.397 0.162  0.17
70 H 4.651 3.181 2.811  0.21
71 H 5.545 4.701 1.429  0.15
72 H -1.352 1.429 -5.709  0.22
73 H 0.450 -3.265 -5.143  0.25
74 H 0.345 -0.056 -4.447  0.06
75 H -3.105 1.138 0.091  0.17
76 H 0.378 -3.179 3.308  0.28
77 H 3.321 -0.466 6.851  0.23
78 H 3.697 2.817 -2.985  0.12
79 H -0.033 1.805 -5.068  0.25
80 H -4.187 -4.997 1.193  0.23
81 H -3.257 0.168 -1.604  0.03
82 H -2.759 2.954 -2.229  -0.01
83 H -2.480 1.902 -3.632  -0.04
84 H 3.304 -1.691 5.704  0.10
85 H 1.291 -3.646 0.360  0.12
86 H -3.106 -0.221 6.798  0.20
87 H -0.551 -6.460 -0.054  0.27
88 H 4.750 1.947 -1.754  0.18
89 H -0.990 -2.891 2.727  0.22
90 H -2.751 -2.517 -0.417  0.08
91 H 2.099 0.254 -4.561  0.13
92 H -5.067 3.231 -5.339  0.24
93 H 4.000 -0.982 -0.581  0.23
94 H -2.459 -1.577 5.872  0.19
95 H 0.171 -2.751 -0.704  0.05
96 H -1.597 2.647 -0.128  0.33
97 H -3.715 2.022 -5.195  0.11
98 H 2.871 -1.668 3.963  0.17
99 H -4.566 1.741 0.901  0.12

electronic energy: -113220.733 eV
frontier orbital gap: 7.937 eV
charge: -1
relative energy (zero: lowest compared OMol25 entry of this formula, charge and spin): 149.7 kcal per mole
HOMO: -6.43 eV


The following is a quantum chemistry calculation of a 2-piece molecular cluster, C4H7ClS overall in a non-equilibrium geometry, from OMol25.

Last column: Mulliken charge in e.
Cartesian coordinates (Å):
1 Cl -1.770 -1.663 0.000  -0.21
2 S 2.712 -0.655 0.037  -0.18
3 C -0.762 -0.190 0.170  0.49
4 C -1.000 0.941 -0.878  -0.94
5 C 0.010 0.136 1.332  -1.03
6 C 1.607 -1.209 -0.977  -0.20
7 H -0.361 0.921 2.109  0.29
8 H -0.899 0.835 -1.938  0.34
9 H 1.789 -1.848 -1.755  0.34
10 H 0.997 0.566 1.067  0.22
11 H -2.089 1.286 -0.735  0.30
12 H -0.431 1.746 -0.325  0.27
13 H 0.197 -0.866 1.894  0.32

electronic energy: -27614.323 eV
frontier orbital gap (spin up / spin down): 6.986 / 7.626 eV
charge: 0
relative energy (zero: lowest compared OMol25 entry of this formula, charge and spin): 101.2 kcal per mole
HOMO (spin up / spin down): -7.50 / -8.00 eV


The following is a quantum chemistry calculation of an isolated ion of composition C4H11N3 and charge -1 in a non-equilibrium geometry, from OMol25.

Last column: Mulliken charge in e.
Cartesian coordinates (Å):
1 N -0.932 1.426 0.181  -0.54
2 N 2.898 0.121 0.922  -0.55
3 N -2.978 -1.253 -0.759  -0.63
4 C -1.578 -0.797 -0.874  -0.29
5 C 1.789 0.382 -0.013  -0.47
6 C -0.803 -0.004 -0.077  -1.22
7 C 0.592 -0.500 0.414  -0.55
8 H 1.987 0.023 -1.030  0.21
9 H -1.077 -1.388 -1.668  0.34
10 H -3.594 -0.559 -1.161  0.52
11 H -0.370 2.036 -0.410  0.25
12 H 3.650 0.779 0.744  0.21
13 H 0.788 -1.516 0.071  0.31
14 H 1.677 1.461 -0.153  0.29
15 H 0.414 -0.580 1.493  0.30
16 H -3.167 -1.445 0.221  0.28
17 H 2.600 0.113 1.880  0.23
18 H -1.897 1.699 0.219  0.32

electronic energy: -8793.231 eV
frontier orbital gap (spin up / spin down): 3.706 / 5.860 eV
expectation value of S²: 0.756
charge: -1
multiplicity: 2
relative energy (zero: lowest compared OMol25 entry of this formula, charge and spin): 51.7 kcal per mole
HOMO (spin up / spin down): 0.40 / -1.79 eV


The following is a quantum chemistry calculation of C5H8O in the gas phase in a non-equilibrium geometry, from OMol25.

Last column: Mulliken charge in e.
Cartesian coordinates (Å):
1 O 0.913 -0.893 1.155  -0.44
2 C -1.772 -0.449 -0.057  -1.22
3 C -0.417 -0.017 -0.596  0.00
4 C 0.644 1.235 0.180  -0.89
5 C 0.718 -0.939 -0.272  -0.28
6 C 1.562 0.072 0.353  -0.06
7 H -2.085 -1.443 -0.430  0.31
8 H 1.014 -1.888 -0.715  0.48
9 H -0.262 0.814 -1.254  0.39
10 H 0.215 1.717 1.053  0.32
11 H 2.641 0.091 0.327  0.44
12 H 1.099 2.020 -0.479  0.31
13 H -1.687 -0.563 1.031  0.31
14 H -2.582 0.243 -0.297  0.33

electronic energy: -7358.400 eV
SMILES: C[C@H]1C[C@H]2O[C@@H]12
frontier orbital gap: 10.302 eV
charge: 0
relative energy (zero: lowest compared OMol25 entry of this formula, charge and spin): 88.9 kcal per mole
HOMO: -9.15 eV